87
Properties=species:S:1:pos:R:3:forces:R:3:lowdin_charge:R:1 method="wB97M-V/def2-TZVPD" multiplicity=1 relative_energy_kj_mol=0.0 homo_energy_ev=-5.8 orbital_gap_ev=6.211 fmax_ha_per_bohr=0.004 total_energy_ha=-3736.9582 total_charge=0
Ti -0.459347 1.392241 1.209772 -0.174 -0.095 0.005 1.01
I 6.416156 0.049165 4.090328 -0.002 -0.002 -0.002 0.84
C 4.718774 0.790686 3.126357 -0.002 -0.019 -0.007 -0.75
C 4.293112 2.082271 3.378724 -0.011 0.015 -0.003 -0.23
C 3.151294 2.561244 2.750809 0.033 -0.005 0.021 -0.63
I 2.514473 4.498562 3.155034 -0.007 0.009 -0.002 0.98
C 2.409532 1.769446 1.865581 0.000 0.005 -0.007 -0.41
O 1.299665 2.195881 1.292289 0.073 0.061 0.012 -0.20
C 2.876303 0.462569 1.619736 -0.009 -0.013 -0.005 -0.15
C 2.070875 -0.402276 0.695177 -0.003 -0.005 0.004 -0.13
N 0.696879 -0.565493 1.192815 -0.001 0.016 -0.021 -0.10
C 0.611426 -1.248181 2.480940 -0.003 0.014 0.019 -0.11
C 0.591228 -0.264609 3.620601 0.005 -0.072 -0.031 -0.23
C 1.148095 -0.576828 4.852137 0.010 0.020 0.021 0.00
C 1.111465 0.362039 5.865923 -0.012 0.015 -0.005 -0.04
C 0.516738 1.589821 5.617919 0.004 -0.016 -0.012 -0.04
C -0.018569 1.822063 4.365642 0.008 0.005 0.028 -0.11
N 0.006759 0.915924 3.383504 -0.003 0.030 0.008 0.07
C 4.012706 -0.016673 2.246794 0.015 0.002 0.007 -0.12
H 4.837112 2.718554 4.062600 -0.001 0.002 0.000 0.08
H 2.560652 -1.375477 0.574953 0.006 0.002 0.005 0.13
H 1.992880 0.063820 -0.288674 -0.005 -0.009 -0.004 0.10
H 0.151610 -1.112752 0.520843 -0.012 0.004 -0.001 0.07
H 1.432430 -1.958951 2.625773 0.000 -0.002 -0.006 0.13
H -0.318695 -1.822286 2.493650 -0.005 0.003 0.001 0.12
H 1.626446 -1.536871 4.993509 0.000 0.001 -0.001 0.12
H 1.554600 0.146501 6.829519 0.000 0.002 0.001 0.11
H 0.482049 2.366005 6.369025 0.000 0.000 -0.001 0.11
H -0.466349 2.772592 4.117173 -0.002 0.000 -0.003 0.08
H 4.341792 -1.029695 2.048737 0.000 0.000 0.001 0.10
C -2.293949 0.295205 -2.096035 0.003 0.002 0.011 0.03
C -1.199839 1.241668 -1.717221 0.018 -0.045 0.025 -0.53
O -0.291352 0.881945 -0.942870 -0.035 0.024 -0.033 -0.11
N -1.241178 2.478764 -2.209350 0.015 0.001 -0.017 0.10
C -0.390790 3.515861 -1.649529 -0.009 0.013 0.019 -0.09
C -0.815765 3.903303 -0.249884 -0.007 0.019 0.029 -0.30
C -0.476357 5.087424 0.298866 0.002 -0.005 -0.004 -0.06
C -0.772763 5.315202 1.693553 -0.008 -0.003 0.003 -0.15
C -1.355957 4.344784 2.416749 0.014 0.008 -0.009 -0.13
C -1.718621 3.071199 1.803472 -0.001 0.010 0.013 -0.27
N -1.499627 2.921006 0.428033 0.046 -0.033 -0.041 -0.07
H -1.868249 -0.683739 -2.309223 -0.001 0.002 -0.005 0.05
H -2.886187 0.643295 -2.941002 0.002 0.001 0.000 0.09
H -2.925989 0.196706 -1.209890 -0.004 -0.006 -0.002 0.10
H -2.062786 2.749978 -2.722120 -0.008 0.001 0.007 0.15
H -0.392641 4.376564 -2.315312 0.002 -0.002 -0.006 0.13
H 0.624844 3.118060 -1.606449 0.002 0.004 0.002 0.13
H 0.016297 5.845963 -0.295330 -0.002 -0.001 -0.002 0.10
H -0.526969 6.268355 2.144471 0.001 0.001 -0.002 0.09
H -1.614217 4.519200 3.455681 0.001 -0.004 0.001 0.10
H -2.652890 2.633089 2.156527 0.001 -0.008 -0.008 0.09
O -1.966491 0.156415 1.291282 0.070 0.027 0.001 -0.19
C -2.668946 -0.663050 2.036625 -0.008 0.014 0.007 -0.34
C -3.161766 -0.267078 3.291836 0.005 0.007 -0.007 -0.01
C -3.945065 -1.112825 4.052724 -0.004 -0.009 -0.002 -0.08
C -4.267170 -2.387923 3.597370 0.002 0.007 0.008 -0.10
C -3.775616 -2.800219 2.372050 -0.002 -0.003 -0.008 -0.05
C -2.978308 -1.964825 1.589085 0.005 -0.004 -0.016 -0.10
C -2.453631 -2.470306 0.310120 0.000 -0.001 0.008 -0.29
N -1.200902 -2.496518 -0.092725 -0.001 -0.008 0.007 0.12
C -1.199975 -3.156257 -1.298057 -0.001 0.015 -0.006 -0.16
C -2.465888 -3.526340 -1.637518 0.009 -0.014 0.007 -0.09
N -3.254783 -3.084111 -0.603147 -0.011 0.006 0.004 0.11
H -2.918570 0.729731 3.637429 -0.001 0.000 0.000 0.10
H -4.312788 -0.774827 5.013960 0.000 0.001 0.000 0.10
H -4.876145 -3.051848 4.195412 0.000 0.000 0.000 0.10
H -3.985395 -3.804325 2.019166 0.000 0.000 -0.001 0.11
H -0.284033 -3.340567 -1.835221 0.001 -0.001 -0.001 0.06
H -2.864498 -4.053836 -2.485748 -0.001 0.000 0.001 0.11
H -4.253206 -3.169106 -0.525079 0.000 0.002 -0.004 0.16
C 2.636318 -0.920189 -4.997983 -0.015 -0.016 -0.018 -0.45
Te 1.191740 -1.114871 -3.429560 -0.003 0.028 0.007 1.30
C 0.402995 -2.719628 -4.610741 0.017 -0.004 -0.006 -0.46
C 1.033067 -2.589045 -5.975062 0.013 0.008 -0.001 -0.29
C 0.560978 -3.338367 -7.050636 -0.003 0.007 0.001 -0.05
C 1.146640 -3.229028 -8.300040 0.011 0.008 -0.001 -0.09
C 2.219664 -2.365951 -8.485825 -0.010 -0.006 0.002 -0.09
C 2.695629 -1.620890 -7.420727 -0.002 -0.001 -0.001 -0.04
C 2.109008 -1.723684 -6.161262 -0.004 -0.008 0.015 -0.29
H 3.600577 -1.296731 -4.660064 0.000 -0.004 -0.004 0.05
H 2.747473 0.130508 -5.258254 0.000 0.000 0.001 0.05
H -0.681071 -2.632343 -4.659417 -0.001 0.001 -0.002 0.05
H 0.652865 -3.676937 -4.153687 0.000 0.000 0.001 0.05
H -0.277298 -4.009449 -6.903355 0.000 0.000 -0.001 0.11
H 0.766386 -3.811591 -9.129037 0.000 -0.001 0.001 0.10
H 2.680478 -2.272055 -9.460515 0.000 0.001 0.000 0.10
H 3.530603 -0.945069 -7.563761 0.000 -0.001 -0.001 0.11